Entry 1:
The following is a quantum chemistry calculation of C28H27Cl3N2O3 in the gas phase, from the OMol25 dataset.

Last column: Löwdin charge in e.
Cartesian coordinates (Å):
O (-1.88, -0.40, -2.55)  0.080
C (-2.01, 0.69, -2.03)  -0.411
N (-1.35, 1.78, -2.50)  -0.051
C (-1.59, 3.15, -2.09)  -0.120
H (-2.42, 3.16, -1.38)  0.118
H (-1.90, 3.72, -2.98)  0.130
C (-0.35, 3.81, -1.46)  -0.048
C (0.58, 2.78, -0.83)  -0.443
O (0.73, 2.74, 0.38)  0.043
N (1.23, 1.96, -1.68)  0.000
C (1.03, 2.03, -3.11)  -0.101
H (1.23, 3.06, -3.44)  0.120
C (-0.38, 1.60, -3.55)  -0.096
H (-0.40, 0.53, -3.80)  0.117
H (-0.68, 2.17, -4.44)  0.131
H (1.77, 1.39, -3.59)  0.118
C (2.02, 0.88, -1.10)  -0.227
C (1.24, -0.45, -1.08)  -0.130
H (0.81, -0.66, -2.07)  0.134
O (0.13, -0.46, -0.22)  -0.117
C (0.41, -0.33, 1.17)  -0.156
C (1.49, -1.24, 1.68)  -0.195
C (2.49, -0.75, 2.52)  -0.029
C (3.48, -1.59, 2.99)  -0.082
C (3.52, -2.92, 2.60)  -0.121
C (2.53, -3.40, 1.75)  -0.667
C (1.52, -2.57, 1.30)  -0.061
H (0.75, -2.96, 0.65)  0.125
Cl (2.58, -5.05, 1.24)  0.672
H (4.29, -3.58, 2.95)  0.106
H (4.24, -1.21, 3.66)  0.109
H (2.47, 0.29, 2.81)  0.119
H (-0.54, -0.58, 1.65)  0.139
H (0.65, 0.71, 1.41)  0.104
H (1.94, -1.25, -0.82)  0.111
H (2.21, 1.18, -0.07)  0.138
C (3.38, 0.69, -1.79)  -0.092
C (4.32, -0.05, -0.87)  -0.232
C (4.92, 0.61, 0.19)  -0.042
C (5.76, -0.06, 1.05)  -0.090
C (6.02, -1.41, 0.87)  -0.104
C (5.42, -2.08, -0.19)  -0.078
C (4.58, -1.40, -1.05)  -0.042
H (4.13, -1.93, -1.88)  0.117
H (5.61, -3.13, -0.34)  0.107
H (6.68, -1.94, 1.54)  0.105
H (6.23, 0.47, 1.87)  0.105
H (4.72, 1.66, 0.34)  0.119
H (3.80, 1.68, -2.02)  0.132
H (3.27, 0.13, -2.72)  0.116
H (-0.66, 4.49, -0.68)  0.125
H (0.21, 4.38, -2.21)  0.112
C (-2.94, 0.88, -0.87)  -0.129
C (-2.51, 1.39, 0.35)  -0.025
C (-3.38, 1.46, 1.42)  -0.078
C (-4.69, 1.02, 1.28)  -0.686
C (-5.12, 0.49, 0.07)  -0.676
C (-4.24, 0.41, -1.00)  -0.029
H (-4.56, -0.02, -1.93)  0.123
Cl (-6.74, -0.07, -0.12)  0.685
Cl (-5.77, 1.12, 2.62)  0.683
H (-3.05, 1.85, 2.37)  0.112
H (-1.49, 1.73, 0.47)  0.101

Orbital gap, eV: 9.411
Energy above the lowest of the compared OMol25 structures with the same formula, charge and spin, kcal/mol: 1.29
M, g mol⁻¹: 545.89
LUMO, eV: 0.544
Multiplicity: 1
SMILES string: O=C(c1ccc(Cl)c(Cl)c1)N1CCC(=O)N([C@@H](COCc2cccc(Cl)c2)Cc2ccccc2)CC1


Entry 2:
The following is a quantum chemistry calculation of a molecular structure, C28H27ClN2O2Sn at a distorted geometry, from the OMol25 dataset.

Last column: Löwdin charge in e.
Cartesian coordinates (Å):
Sn (1.75, 0.44, -0.86)  1.593
Cl (5.01, -4.30, 4.32)  0.848
C (4.55, -3.29, 3.03)  -0.605
C (5.19, -3.43, 1.77)  -0.036
C (4.81, -2.64, 0.73)  0.064
C (3.76, -1.68, 0.85)  -0.304
O (3.40, -1.02, -0.17)  -0.192
C (3.14, -1.51, 2.15)  -0.086
C (2.16, -0.50, 2.45)  -0.033
N (1.53, 0.27, 1.62)  0.030
C (0.65, 1.23, 2.12)  -0.217
C (-0.15, 1.05, 3.24)  0.013
C (-0.98, 2.07, 3.70)  -0.031
C (-0.98, 3.30, 3.11)  0.014
C (-0.18, 3.54, 1.97)  -0.129
C (-0.11, 4.80, 1.33)  0.042
C (0.66, 4.94, 0.20)  -0.005
C (1.31, 3.81, -0.31)  -0.110
N (1.29, 2.63, 0.28)  -0.030
C (0.59, 2.48, 1.43)  -0.172
C (3.55, -2.33, 3.20)  -0.005
H (5.97, -4.17, 1.66)  0.130
H (5.29, -2.73, -0.23)  0.142
H (1.98, -0.37, 3.52)  0.146
H (-0.15, 0.10, 3.75)  0.122
H (-1.61, 1.88, 4.56)  0.124
H (-1.59, 4.11, 3.50)  0.131
H (-0.67, 5.63, 1.73)  0.136
H (0.74, 5.89, -0.30)  0.124
H (1.85, 3.86, -1.24)  0.126
H (3.08, -2.24, 4.17)  0.131
C (-2.80, 1.97, -1.53)  -0.040
C (-2.21, 1.58, -2.89)  -0.356
C (-0.85, 2.25, -3.12)  -0.051
C (-2.16, 0.08, -3.02)  -0.101
C (-2.79, -0.53, -4.07)  0.005
C (-2.88, -1.93, -4.14)  0.010
C (-2.44, -2.72, -3.09)  0.001
C (-1.77, -2.17, -2.01)  -0.101
C (-1.48, -3.01, -0.80)  -0.350
C (-2.54, -2.61, 0.24)  -0.035
C (-0.08, -2.89, -0.18)  -0.071
C (-1.46, -0.74, -2.04)  -0.266
O (-0.59, -0.24, -1.28)  -0.188
H (-2.93, 3.04, -1.48)  0.087
H (-2.13, 1.67, -0.72)  0.064
H (-3.76, 1.48, -1.38)  0.092
H (-2.89, 1.93, -3.67)  0.142
H (-0.23, 2.16, -2.22)  0.014
H (-1.00, 3.30, -3.33)  0.090
H (-0.34, 1.79, -3.96)  0.092
H (-3.24, 0.07, -4.85)  0.129
H (-3.36, -2.39, -5.00)  0.125
H (-2.64, -3.78, -3.10)  0.129
H (-1.64, -4.05, -1.07)  0.141
H (-2.44, -1.55, 0.50)  0.080
H (-2.42, -3.20, 1.14)  0.087
H (-3.55, -2.77, -0.15)  0.092
H (0.01, -1.97, 0.41)  0.046
H (0.69, -2.89, -0.94)  0.082
H (0.08, -3.73, 0.49)  0.088

Orbital gap (spin up / spin down), eV: 7.150 / 4.605
Energy above the lowest of the compared OMol25 structures with the same formula, charge and spin, kcal/mol: 0.00
M, g mol⁻¹: 577.70
LUMO (spin up / spin down), eV: -7.104 / -8.948
Net charge: +2
Multiplicity: 1